One molecule with the formula C5H11N at a distorted geometry. Source: the OMol25 dataset; level of theory: wB97M-V/def2-TZVPD.

```
17
Properties=species:S:1:pos:R:3:forces:R:3:nbo_charge:R:1
C -0.675 2.652 -1.348 -0.12 -0.75 -1.37 -0.64
C 0.049 1.240 -1.438 -2.75 0.50 -0.15 -0.29
C 0.011 0.521 -0.313 2.96 -1.10 1.29 0.00
N 0.530 -0.816 -0.300 0.61 0.29 -2.37 -0.65
C 0.786 -1.559 0.940 1.33 -1.67 -2.37 -0.19
C -0.485 -2.038 1.603 3.28 1.01 3.27 -0.63
H -1.820 2.717 -1.083 2.16 -0.69 -0.86 0.21
H -0.458 3.174 -2.320 -0.51 -0.13 1.10 0.21
H -0.177 3.161 -0.548 0.27 0.65 0.32 0.21
H 0.220 0.668 -2.407 -0.31 1.15 1.16 0.20
H 0.050 1.003 0.716 -1.00 -0.53 -1.27 0.19
H 1.233 -0.902 -1.108 -1.51 -0.30 2.05 0.38
H 1.573 -2.414 0.720 -1.75 1.61 0.23 0.19
H 1.271 -0.883 1.541 1.47 1.34 2.02 0.17
H -0.647 -1.347 2.479 -0.89 -0.68 -1.23 0.21
H -1.132 -2.169 0.856 -3.44 0.14 -2.42 0.22
H -0.330 -3.008 2.010 0.21 -0.86 0.61 0.21
```
Positions in Å, forces in eV/Å.

Values from the calculation:
E_HOMO   -7.7 eV
Molar mass   85.1 Da
SMILES   C/C=C/NCC
LUMO energy   1.21 eV



A 2-piece molecular cluster, CH7N3 overall at a distorted geometry. Source: the OMol25 dataset; level of theory: wB97M-V/def2-TZVPD.

```
11
Properties=species:S:1:pos:R:3:forces:R:3:mulliken_spin:R:1
N -1.451 -1.329 -0.512 -0.86 -2.35 -0.35 0.06
H -2.327 -0.872 -0.331 -0.43 0.26 0.05 -0.06
H -0.780 -0.832 0.032 0.99 0.78 1.06 0.01
H -1.537 -2.266 -0.046 0.13 1.18 -0.59 0.01
N 0.967 0.694 -0.960 -0.16 1.29 -1.65 0.05
C 1.088 0.982 0.445 2.15 2.90 -1.64 0.58
N 0.485 0.222 1.301 -2.15 -2.77 1.91 0.27
H 0.595 1.543 -1.470 0.28 -1.83 0.55 0.04
H 0.571 -0.190 -1.300 0.02 0.74 0.61 -0.01
H 1.860 1.806 0.522 -0.61 -0.94 0.73 0.03
H 0.530 0.242 2.319 0.66 0.72 -0.69 0.01
```
Positions in Å, forces in eV/Å.

Values from the calculation:
Multiplicity   2
⟨S²⟩   0.75
E_HOMO (spin up / spin down)   1.7 / -3.1 eV
Molar mass   61.1 Da
LUMO energy (spin up / spin down)   4.99 / 4.88 eV
Total charge   -1



One molecule with the formula BH4NO2 at a distorted geometry. Source: the OMol25 dataset; level of theory: wB97M-V/def2-TZVPD.

```
8
Properties=species:S:1:pos:R:3:forces:R:3:nbo_charge:R:1
N -0.269 0.528 -1.178 0.49 -1.81 -3.96 -1.10
B 0.058 -0.023 -0.006 0.25 -0.09 6.08 1.17
O 0.606 -1.294 0.113 0.20 0.02 0.36 -0.91
O -0.191 0.772 1.237 0.24 -1.82 0.49 -0.95
H -0.122 -0.133 -1.986 -0.35 1.48 1.10 0.40
H -0.805 1.323 -1.373 -0.60 1.00 -0.05 0.41
H 0.905 -1.513 1.019 -0.34 0.32 -0.93 0.49
H -0.182 0.338 2.173 0.12 0.89 -3.09 0.49
```
Positions in Å, forces in eV/Å.

Values from the calculation:
E_HOMO   -10.4 eV
Molar mass   60.8 Da
SMILES   NB(O)O
LUMO energy   0.41 eV



C27H25BN3O10Ru as an isolated structure at a distorted geometry. Source: the OMol25 dataset; level of theory: wB97M-V/def2-TZVPD.

```
67
Properties=species:S:1:pos:R:3:forces:R:3:mulliken_spin:R:1
Ru 0.904 -0.304 -1.303 0.94 -0.20 0.05 -0.04
O -3.421 2.723 -2.303 -0.59 -0.38 -0.12 0.00
C -3.936 1.494 -2.544 0.75 0.17 0.12 0.00
C -5.300 1.384 -2.767 -0.54 -0.20 -0.11 0.00
C -5.883 0.151 -3.035 0.28 0.33 0.08 0.00
C -5.094 -0.990 -3.084 -0.38 -0.19 -0.09 0.00
C -3.740 -0.899 -2.850 0.42 0.49 0.13 0.00
C -3.126 0.331 -2.575 -1.24 -0.24 -0.35 0.00
C -1.699 0.359 -2.303 2.67 -0.22 0.19 0.00
O -0.989 -0.714 -2.326 -0.71 0.26 0.06 0.02
N -1.155 1.549 -2.043 -2.32 0.27 -0.50 0.01
N 0.105 1.490 -1.613 2.94 2.06 -0.61 -0.03
C 0.839 2.607 -1.731 -2.61 -1.84 -0.23 0.03
C 2.114 2.801 -1.186 2.01 -0.08 0.74 0.00
C 2.814 3.999 -1.462 -0.52 -0.50 0.04 0.00
C 4.055 4.263 -0.935 0.27 0.38 -0.05 0.00
C 4.666 3.322 -0.106 -0.34 -0.36 0.00 0.00
C 4.022 2.136 0.185 0.54 0.39 0.16 0.00
C 2.746 1.828 -0.317 -0.97 0.24 -0.32 0.01
O 2.153 0.744 0.062 0.25 -0.75 -0.23 -0.01
H -2.445 2.574 -2.147 0.38 -0.06 0.06 0.00
H -5.902 2.283 -2.724 0.03 0.04 0.00 0.00
H -6.951 0.087 -3.201 -0.04 0.01 -0.02 0.00
H -5.547 -1.950 -3.299 0.02 -0.03 0.03 0.00
H -3.107 -1.772 -2.860 0.10 -0.08 0.02 0.00
H 0.402 3.414 -2.318 -0.21 0.04 0.25 0.00
H 2.340 4.730 -2.105 -0.07 0.06 -0.08 0.00
H 4.562 5.193 -1.168 -0.04 -0.02 -0.02 0.00
H 5.648 3.522 0.301 0.09 -0.04 0.03 0.00
H 4.500 1.391 0.803 -0.01 -0.12 0.08 0.00
O 4.492 -5.309 -0.064 0.01 0.12 -0.06 0.00
C 3.622 -4.282 -0.381 -0.28 0.41 -0.15 -0.08
C 4.082 -3.126 -1.044 0.09 -0.27 0.14 0.23
C 3.172 -2.129 -1.351 0.30 0.00 -0.10 -0.07
N 1.891 -2.157 -0.993 -0.07 0.17 0.07 0.17
C 1.432 -3.268 -0.307 0.00 0.22 -0.13 0.19
C 2.302 -4.372 -0.058 0.10 -0.23 0.03 0.18
C 0.126 -3.321 0.220 0.07 -0.30 0.23 0.16
O -0.406 -4.278 0.796 -0.01 0.25 -0.08 0.20
O -0.626 -2.120 0.096 -0.06 -0.17 -0.42 -0.01
C 3.671 -0.958 -2.220 0.27 -0.47 0.20 -0.02
O 4.878 -0.903 -2.459 0.26 -0.03 -0.01 -0.01
O 2.790 -0.186 -2.687 -1.78 0.67 0.56 0.01
H 5.375 -4.995 -0.289 -0.10 -0.05 -0.02 0.00
H 5.112 -2.992 -1.339 0.06 0.03 -0.09 0.03
H 1.894 -5.240 0.430 -0.03 -0.09 0.13 0.04
C -1.462 -1.333 4.413 0.24 0.13 -0.43 0.00
C -0.768 -0.537 3.294 -0.22 0.14 0.47 -0.01
C 0.354 0.304 3.911 -0.23 -0.25 -0.26 0.00
O -0.210 -1.464 2.381 0.32 -0.14 -0.22 0.00
B -0.944 -1.442 1.205 0.07 0.10 0.84 0.00
O -2.018 -0.582 1.298 -0.28 -0.17 -0.41 0.00
C -1.777 0.281 2.400 0.06 0.56 0.32 0.00
C -3.110 0.608 3.074 0.29 -0.18 -0.27 0.00
C -1.153 1.549 1.808 -0.03 -0.34 -0.04 0.01
H -0.730 -2.001 4.864 0.05 0.00 0.03 0.00
H -2.257 -1.946 3.997 -0.17 -0.05 0.02 0.00
H -1.856 -0.661 5.175 -0.10 -0.03 0.08 0.00
H 0.928 -0.320 4.595 0.06 -0.04 0.06 0.00
H -0.065 1.140 4.468 -0.01 0.12 0.09 0.00
H 1.030 0.673 3.145 0.00 0.08 -0.09 0.00
H -3.652 -0.300 3.321 -0.04 -0.07 0.06 0.00
H -3.714 1.183 2.377 -0.08 0.11 -0.05 0.00
H -2.956 1.192 3.980 0.02 0.10 0.08 0.00
H -0.212 1.299 1.314 0.11 0.10 0.03 0.00
H -0.988 2.327 2.550 0.05 0.07 0.10 0.00
H -1.823 1.923 1.035 -0.09 0.08 -0.04 0.00
```
Positions in Å, forces in eV/Å.

Values from the calculation:
Multiplicity   2
⟨S²⟩   1.18
E_HOMO (spin up / spin down)   0.2 / -1.6 eV
Molar mass   663.4 Da
LUMO energy (spin up / spin down)   4.39 / 4.39 eV
Total charge   -2